The ion C5H10N3 with charge +1. Source: the OMol25 dataset; level of theory: ωB97M-V/def2-TZVPD.

Last column: Mulliken charge in e.
Geometry (Å):
H (-0.37, 2.31, 0.10)  0.273
C (-0.01, 0.25, -0.15)  0.396
H (0.93, 2.12, 2.19)  0.475
C (-0.59, 0.07, -1.51)  -0.411
H (-1.16, -0.82, -1.64)  0.373
C (0.64, 1.34, 1.60)  -0.338
H (1.46, -0.22, 2.60)  0.209
N (0.93, 0.05, 1.80)  -0.030
H (0.03, -2.74, 1.20)  0.344
H (-2.29, 1.29, -1.30)  0.204
H (1.65, -2.40, 0.66)  0.299
H (-1.40, 1.54, -2.73)  0.224
N (0.04, 1.46, 0.46)  -0.023
H (0.34, -0.15, -2.16)  0.333
N (-1.41, 1.25, -1.73)  -0.644
H (0.19, -2.47, -0.57)  0.320
C (0.48, -0.71, 0.75)  0.148
C (0.53, -2.16, 0.44)  -1.152

Properties
* highest occupied orbital energy: -0.4816 hartree
* structure (SMILES): Cc1[nH+]c[nH]c1CN
* charge: +1
* LUMO energy: -2.8 eV
* energy above the lowest of the compared OMol25 structures with the same formula, charge and spin: 0.7420 eV

The ion C5H10N3 with charge +1. Source: the OMol25 dataset; level of theory: ωB97M-V/def2-TZVPD.

Last column: Mulliken charge in e.
Geometry (Å):
H (1.51, -1.54, 0.81)  0.430
C (-0.69, -0.88, -0.19)  0.466
H (-1.37, -2.81, -0.31)  0.322
H (0.23, 1.92, 1.02)  0.320
C (0.53, 0.06, -0.16)  1.089
C (-0.08, 1.39, 0.16)  -0.486
H (-2.16, 1.38, 1.20)  0.379
C (1.66, -0.52, 0.64)  -1.389
N (-1.67, 1.00, 0.34)  0.233
C (0.54, 1.15, -1.13)  -0.981
N (-1.79, -0.34, 0.21)  -0.923
H (-2.20, 1.31, -0.52)  0.391
H (2.70, -0.41, 0.17)  0.332
H (1.53, -0.11, 1.68)  0.328
N (-0.56, -2.14, -0.53)  -0.410
H (0.03, 1.32, -2.02)  0.304
H (0.35, -2.57, -0.31)  0.301
H (1.44, 1.77, -1.07)  0.295

Properties
* highest occupied orbital energy: -0.5180 hartree
* structure (SMILES): C[C@]12C[C@H]1[NH2+]N=C2N
* charge: +1
* LUMO energy: -3.0 eV
* energy above the lowest of the compared OMol25 structures with the same formula, charge and spin: 3.4242 eV